Record 1
A cluster of 7 separate species, C31H64FO9P in total, computed with the ωB97M-V functional and the def2-TZVPD basis.

LUMO level = 0.6 eV
frontier orbital gap = 9.5246 eV
multiplicity = 1
E = -2337.8227 Eh
HOMO = -0.3264 Eh
SMILES = COC[PH2](F)CCCOC(C)=O.C1CCOC1.C1CCOC1.C1CCOC1.C1CCOC1.C1CCOC1.C1CCOC1

CARTESIAN COORDINATES (ANGSTROEM)
H: 4.61179 4.08227 -2.92003
H: -7.72867 2.37061 3.23189
H: 4.83840 -5.16084 -1.80999
C: 4.24096 -7.54246 0.13620
H: -0.75182 -4.79242 -5.51410
O: 0.01629 -1.36858 3.62837
C: -1.48121 6.76569 4.63581
C: -3.75307 7.29900 4.26330
H: 3.09953 6.65729 -5.41304
O: 1.99867 1.38804 0.70107
C: -6.71574 2.77051 3.25568
H: -2.24655 -5.07862 -3.24079
H: -1.76786 0.10833 1.98680
H: -0.86519 -3.97017 -3.24622
H: 1.02376 0.36985 3.17587
H: 2.12644 -6.35118 -1.83084
H: 5.38574 -4.39637 -0.33498
C: -1.20590 -1.20130 4.35438
C: 1.86663 -7.31935 0.33334
H: -1.77827 4.99759 3.37820
H: 5.28203 3.26559 -4.34528
H: -2.72266 0.37287 4.21721
H: -2.51007 -4.93423 -5.61793
H: -1.94292 -1.90644 3.95280
H: 1.09554 -3.36187 -1.33225
P: 0.92688 -6.69214 -1.18854
O: -2.70334 -3.07402 -3.48619
H: 2.37705 4.42148 -5.99605
F: 0.10198 -6.29885 -2.63233
H: -1.03750 -1.43906 5.40587
C: -1.84013 -2.88337 -5.68006
C: 3.28689 5.88349 -4.67015
H: -6.35598 3.71305 1.29782
H: 3.93811 0.72721 0.86290
H: -6.27739 1.94734 1.30971
H: 1.67343 3.20728 -0.22768
H: 1.19326 -8.00871 0.83790
H: 4.81741 -7.46548 -0.77715
H: -3.89901 -2.53974 -5.07176
H: 0.51638 -0.58774 1.77535
O: 2.75548 -4.18168 -0.35439
H: -0.96467 1.58505 2.53272
H: -3.74431 7.93847 3.37392
O: 2.97199 -8.09781 -0.10514
C: 0.21527 -0.24057 2.76353
H: -0.68511 6.55773 5.34894
C: -1.09811 0.52534 2.74375
C: 3.11096 0.36380 -1.11497
H: -1.03822 7.24665 3.76043
C: 3.60720 -3.55851 -1.15941
C: -4.57786 2.87821 2.25932
H: 1.56553 -2.60589 0.15216
H: 0.70747 1.84700 -0.83300
H: -2.33502 4.80992 5.05105
H: -4.23864 3.90000 2.45417
H: -6.75070 3.76351 3.70947
C: -1.69184 -4.32962 -5.21924
C: -2.24134 5.51527 4.21897
C: 2.77417 1.80067 -1.50028
C: 2.99693 0.41109 0.39880
O: 3.35666 -2.55378 -1.71393
H: 4.80464 -8.19748 0.79141
H: -3.93796 2.43856 1.49222
H: 2.12890 -6.56331 1.06492
H: 5.42551 5.99628 -4.15707
H: 3.04502 6.29050 -3.68546
C: -1.64621 0.23854 4.13569
O: -4.44905 2.12672 3.47278
H: -2.83836 7.32441 6.21699
C: 4.93312 -4.21675 -1.29729
H: 0.45583 -8.00275 -1.37383
H: 0.93638 -4.70096 1.40599
C: -1.83034 -4.18924 -3.71231
H: 3.64913 2.44094 -1.35935
H: 4.20583 -6.55427 0.57848
H: 2.70511 -0.54915 0.83037
H: -0.85799 -5.12079 -0.95258
H: -0.79366 -6.13960 0.42090
C: -2.59987 7.63599 5.19740
C: 2.48668 4.61458 -4.92363
H: 1.49341 4.64367 -4.47391
H: -4.72766 7.38899 4.74459
H: -5.98515 0.81999 3.87930
C: -0.17613 -5.55078 -0.23858
H: 2.43447 1.91534 -2.52703
H: 5.06220 5.22774 -5.70623
C: 4.71626 5.35469 -4.67777
H: -0.89537 -2.35100 -5.54604
O: 3.23453 3.53869 -4.34801
H: -2.14293 -2.78175 -6.72143
O: -3.55502 5.94553 3.84564
H: -1.16458 0.89289 4.86693
C: 4.54686 3.99804 -4.01041
H: -5.73229 2.09267 5.09026
H: -0.31290 -3.70115 0.78080
H: -2.36518 8.69930 5.21304
H: 5.58026 -3.57935 -1.86812
C: 0.48274 -4.36532 0.48347
C: -6.05183 2.84839 1.88567
H: 2.36695 -0.31846 -1.52319
C: 1.45462 -3.56568 -0.33446
C: -2.88301 -2.35228 -4.70664
C: -5.74678 1.88040 4.02041
C: 1.70030 2.14548 -0.47778
H: 4.09069 0.03626 -1.45476
H: -2.77682 -1.28388 -4.51328

Force components x, y, z for each atom (eV/Å):
0.0732 0.0203 -0.0038
0.0117 -0.0278 -0.0060
-0.0853 -0.4131 -0.1173
0.3326 -0.1795 0.0236
0.0133 0.0051 0.0349
-0.0935 0.0405 -0.0433
0.0439 0.0759 -0.1320
0.0140 0.0161 -0.1475
0.0025 -0.0165 -0.0174
-0.0165 0.0646 -0.0613
-0.0223 0.1493 0.0620
-0.0207 0.0338 0.0533
0.0037 0.0199 -0.0034
0.0351 -0.0875 -0.0234
0.0184 0.0467 -0.1066
-0.1102 0.1572 -0.0397
0.0873 -0.1711 0.3885
-0.0094 -0.0717 -0.1324
-0.2917 -0.2797 -0.3217
-0.0678 -0.0170 -0.0305
-0.0508 -0.0528 -0.0001
0.0055 0.0408 -0.0412
0.0132 -0.0101 0.0084
-0.0577 0.0212 0.0565
-0.0023 -0.1771 -0.4493
-0.2950 -0.4912 0.6863
0.0360 -0.0311 -0.1077
-0.0414 0.0592 -0.0083
0.2668 0.0563 -0.1130
0.0608 -0.0410 -0.0186
0.1256 0.0575 0.0225
-0.0270 0.0558 0.1426
0.0164 0.0218 0.0245
0.0334 -0.0742 -0.0084
-0.0007 0.0165 -0.0085
-0.0057 -0.0188 0.0820
-0.2475 -0.1296 0.1956
0.0136 0.0038 -0.4474
0.0103 0.0482 -0.0620
0.0318 -0.0480 0.0217
-0.6943 -0.7536 0.1545
0.0254 -0.0007 0.0111
-0.0122 0.0621 0.0424
-0.1193 0.3002 -0.0038
0.1113 0.0099 0.1519
-0.0152 -0.0136 0.0128
-0.1001 -0.0806 -0.0963
-0.1269 0.1322 -0.0679
0.0112 -0.0147 0.0085
1.2660 -1.3404 0.5985
0.1573 0.2170 0.0408
0.1178 0.3933 0.0305
-0.0022 0.0553 -0.0501
0.0666 -0.0231 -0.0114
-0.0400 0.0193 -0.0538
0.0072 -0.0115 0.0065
-0.1068 -0.0561 -0.0798
-0.0717 -0.1092 0.1243
0.0600 0.0202 0.1185
0.1383 0.0797 0.0601
-0.9059 2.3857 -1.4203
0.0959 -0.1570 0.3180
0.0238 -0.0764 0.0621
0.3848 0.2550 0.0231
-0.0100 -0.0062 0.0206
-0.0118 0.0032 -0.0136
0.0169 0.0338 0.1523
-0.1235 -0.0049 -0.0427
-0.0094 0.0157 -0.0059
0.1784 -0.3510 0.2400
0.0099 0.1171 -0.1657
0.3375 0.0698 0.2714
0.0615 0.1588 0.1050
-0.0257 0.0222 -0.0014
-0.2038 0.2516 0.1600
-0.0242 0.0379 0.0646
-0.2892 0.0011 -0.4031
0.0138 -0.3548 0.4609
-0.0236 -0.0482 0.1381
0.0023 -0.1012 -0.1246
0.0055 -0.0679 0.0212
-0.0224 -0.0593 -0.0301
-0.0694 0.0080 0.0339
0.3700 0.5815 -0.7433
0.0234 0.0174 -0.0060
0.0121 -0.0014 0.0131
0.0409 -0.0148 -0.1462
-0.0130 0.0078 -0.0096
0.0558 0.1733 -0.0570
-0.0205 -0.0068 0.0062
0.0557 0.0726 0.0369
-0.0090 -0.0067 0.0039
-0.0568 -0.0370 0.1434
0.0658 -0.0033 0.0025
-0.3130 0.3354 0.1074
-0.0002 0.0000 -0.0237
0.1982 0.3238 -0.2692
0.0141 -1.0653 0.0245
-0.0343 -0.1673 -0.0631
0.0303 -0.0322 -0.0359
-0.1103 0.4812 0.8192
-0.1242 -0.0733 0.0191
0.0478 -0.1240 -0.0440
-0.0962 -0.1041 -0.0388
-0.0113 -0.0388 -0.0150
-0.0129 -0.0090 0.0628

Record 2
A structure of composition C31H64N3O21P5SSi, computed with the ωB97M-V functional and the def2-TZVPD basis.

LUMO level = -1.7 eV
frontier orbital gap = 7.3967 eV
multiplicity = 1
E = -5358.4351 Eh
HOMO = -0.3353 Eh

CARTESIAN COORDINATES (ANGSTROEM)
C: 2.18469 -3.90048 -10.48582
C: 5.05417 -1.71718 0.50745
C: -0.58780 0.88492 3.12370
H: 2.64924 -0.91531 1.34241
H: -3.79419 -3.91589 -4.98458
H: -1.45935 1.17433 3.72137
H: -6.02232 5.91429 -0.23113
C: 5.16316 -3.32603 -7.53911
H: 5.04693 0.20113 9.00698
N: 3.50128 -6.81898 2.52742
O: -3.71724 6.01587 6.64589
O: -6.50805 3.31658 -2.86968
H: -5.18696 2.51633 7.91076
C: 4.99723 -3.31769 5.09222
O: -2.52992 -0.30052 -3.19410
H: 7.28077 1.44790 4.84968
N: 4.79618 -5.46313 0.87362
H: 0.66569 -3.34574 3.26510
H: -4.59949 -0.19180 -6.72603
H: -1.68536 6.98212 7.94006
H: 1.32287 -4.45674 -10.11566
C: -4.24534 0.63541 -6.11474
C: 3.69570 -2.69242 -1.18347
C: 6.67295 0.55013 4.76016
H: 1.28765 -5.61822 3.71641
O: -4.09618 3.70709 6.64311
H: -0.67275 0.23613 -2.51065
C: -5.41607 6.51593 -0.90909
H: 5.26187 -2.36346 -8.04105
H: 5.98549 -0.94125 9.98613
O: 3.81230 -3.59212 -7.17520
H: 1.53612 -0.87704 -6.22090
C: 5.42644 -0.81632 9.05973
H: 0.32956 -1.41641 -7.42398
C: -1.19120 -0.65476 -2.85834
C: 1.78181 -1.52171 1.61072
C: 1.51344 -3.77695 2.74291
C: -6.71524 6.28081 -4.92716
C: 4.34599 -1.86350 -2.09079
H: -4.99721 -3.31808 -3.80837
C: 4.05205 -2.61314 0.16490
C: -1.30647 6.94241 6.92083
O: 5.59033 -2.00810 5.03422
H: 3.95532 -3.24526 5.41197
O: 3.15807 -3.71143 -9.44387
C: 3.32392 -3.47244 1.15062
H: -3.02095 -1.38343 2.47785
H: -5.09213 2.15392 -3.82977
H: -7.06100 7.24642 -4.55624
H: 1.86070 -2.93422 -10.87782
C: 3.75695 -4.81222 1.39147
H: 0.11609 -2.27515 0.41780
Si: -1.21506 0.00613 1.55202
N: 5.69978 -0.91360 -0.32929
C: 0.88769 -1.69278 -6.53350
H: 0.18048 -1.90865 -5.73526
O: -2.62882 4.36832 4.93633
H: 5.79751 -0.33548 -2.30553
C: -2.50061 1.18744 0.80833
C: 5.31082 -1.00213 -1.59573
H: 2.65231 -4.47191 -11.28374
P: -3.26793 -1.10045 -4.38069
H: 4.06373 -1.92480 -3.13423
C: 2.24132 -2.95005 1.81117
H: 2.91905 -3.39203 -1.47396
H: -2.79192 0.83073 -0.18229
H: -1.85431 7.63497 6.28649
H: -1.19805 -1.38844 -2.05075
H: 6.96298 0.01890 3.85293
H: -4.82317 2.37015 -2.08033
H: -0.65472 -1.06093 -3.71559
P: 5.74536 -1.19014 6.47446
C: -3.75594 4.34838 4.07176
H: 1.43569 -1.15361 2.58050
H: 5.62300 0.83613 4.69668
O: -5.88181 6.38614 -2.26443
P: -5.94388 4.84269 -2.88673
C: 0.76166 -1.38656 0.47284
H: 5.75867 -3.31443 -6.62810
O: -2.38719 -1.31156 -5.56911
H: 5.55022 -3.96311 5.77529
H: -7.23324 6.05704 -5.85776
P: -2.82547 4.81020 6.47959
O: -3.06241 -2.55279 -3.58635
C: -4.40835 3.27268 7.97626
S: 4.78603 -6.92180 1.55930
O: -4.56292 4.70959 -3.43672
O: -4.10386 0.25073 -4.74581
O: -7.03877 5.25832 -3.99020
H: -3.33835 1.21028 1.51032
O: 2.86269 -1.52191 -8.42151
H: 5.53445 -4.11782 -8.19093
P: 2.62908 -2.95054 -8.05926
H: 1.34084 -1.41332 -0.45853
O: 6.92732 -0.26565 5.90178
H: -0.10474 0.08829 3.70308
O: 0.04853 -0.16379 0.45864
H: -4.36996 6.21062 -0.83996
H: -5.50379 7.56056 -0.62156
H: 4.60459 -1.52896 9.04606
C: -2.00801 -1.60118 2.13596
H: 0.07587 1.71979 2.90834
H: -1.41282 -1.97457 2.97634
H: 5.03514 -3.74935 4.09370
H: -0.25182 7.21765 6.92607
H: -4.51869 5.06622 4.37416
H: -4.77327 4.11375 8.56969
C: 3.01344 -5.59074 2.33727
H: -2.00301 -2.37350 1.36243
H: -4.18239 3.34413 4.06140
C: -5.56860 2.23709 -2.86169
O: 6.33752 -1.04875 7.98639
H: 5.33746 -1.66416 1.55980
H: -4.98250 1.43719 -6.14700
O: 4.42266 -0.49998 6.54410
C: -3.95872 -3.62021 -3.94641
C: 1.88002 -5.05897 3.00261
H: -3.53407 2.83306 8.45689
H: -2.02843 2.17176 0.76091
H: -6.12469 1.32160 -2.66224
H: -3.29676 1.00985 -6.49099
H: -3.75232 -4.46670 -3.29637
O: 1.66432 -2.87539 -6.75272
O: -1.39030 5.62819 6.38277
H: -3.42533 4.59171 3.06321
H: -5.64304 6.32582 -5.11853

Force components x, y, z for each atom (eV/Å):
0.0766 0.2037 -0.2244
0.1469 -0.2425 1.0347
-0.4975 -1.2114 -0.4523
-0.1192 0.1154 0.1407
-0.0047 0.0151 0.0113
0.1469 0.3091 -0.1081
0.0011 0.0685 0.0583
0.2286 -0.2597 -0.2705
-0.0863 -0.0528 -0.1833
0.4576 0.0463 -0.4173
0.4410 -0.3186 1.2081
-0.8317 1.1982 2.1706
0.0043 0.0213 -0.0939
-0.3039 0.0157 -0.1497
-0.3032 0.2523 0.0198
0.0422 -0.0533 0.1241
0.0095 -0.2545 0.1053
0.0216 -0.0132 -0.0672
0.1297 0.0294 -0.0804
-0.1078 0.1585 -0.0696
-0.0015 -0.0423 -0.0782
-0.3863 -0.0168 -0.4086
0.2987 0.1654 0.3317
0.0763 -0.1391 -0.4407
0.3068 -0.2998 -0.0818
2.7001 -1.6887 1.9902
-0.1763 0.0929 0.0004
0.2930 0.1270 -0.0146
-0.1088 0.0086 -0.0033
0.1269 -0.0792 -0.1277
-0.3357 -0.0900 0.2278
0.1360 -0.0373 -0.2285
-0.2171 -0.2616 0.4025
0.0342 0.1468 0.0474
0.1470 -0.3173 0.4051
0.4764 -0.1105 0.1161
0.3463 0.0747 -0.2823
-0.0899 0.4313 0.0661
-0.5905 -0.6280 0.4868
-0.0146 -0.0850 0.0361
-0.2459 -0.4085 -0.7587
0.2672 0.1540 0.5058
1.1531 -2.0049 2.2461
0.0122 -0.0005 -0.0043
-2.8505 -1.2357 0.9366
0.4709 1.0162 -0.4101
0.0231 -0.1485 -0.0455
0.0990 0.2327 0.0379
0.0525 0.0211 -0.0054
-0.0006 -0.0092 0.0191
-0.8431 0.2253 0.6100
-0.1976 0.2378 0.2684
-0.3027 1.5172 0.5177
-0.4857 -0.2735 -0.1288
-0.5322 0.2231 0.0044
-0.0094 -0.2341 -0.1196
0.7420 -0.1313 0.2636
0.0924 -0.0207 0.1889
0.8642 -0.8244 0.1765
0.3465 0.4930 -1.0180
0.0823 0.0118 0.0651
6.6123 1.9150 -0.5063
0.2578 0.2763 -0.0305
-0.0729 -0.4457 0.2238
0.0685 0.0691 -0.1722
-0.2385 0.2868 0.0421
-0.2010 -0.1277 0.0541
0.0607 -0.0321 -0.0203
-0.0456 0.0081 -0.0191
0.1327 -0.0450 -0.1460
-0.1126 -0.0148 -0.0680
-1.4840 6.0578 -1.9216
-0.3808 -0.5550 -0.1157
-0.3111 0.0550 -0.2055
-0.0226 -0.0691 0.0884
-1.3432 -2.0390 2.1584
2.0610 1.0661 -6.0292
0.5839 -0.2169 -0.6407
-0.1166 -0.0217 0.0642
-1.2381 -0.3879 -0.2307
-0.0118 -0.0773 -0.0692
-0.0453 -0.1124 0.0639
-4.2475 4.9823 -5.3293
-3.2692 0.6944 -0.2154
-0.2759 0.1557 0.0238
0.0127 -0.0052 -0.0147
-0.1762 -0.3217 1.0885
-1.6507 -1.8389 0.9835
-0.1806 -0.3515 0.1773
-0.0881 0.0986 -0.2358
-1.0126 -0.4647 -0.2839
0.0160 0.0378 -0.0393
5.0776 3.7276 1.4017
-0.0854 -0.0209 0.0535
0.1511 -0.1474 0.3858
0.3552 0.4252 0.1046
-0.5691 -0.6638 0.5979
-0.0162 -0.0084 -0.0095
-0.0312 0.0044 -0.1001
-0.0924 0.1350 0.0015
0.7206 0.1119 -0.3278
-0.0165 -0.0170 0.2150
-0.1973 -0.0614 -0.0099
0.0308 0.0902 -0.0204
0.0343 -0.2256 -0.0119
0.0794 0.0207 0.1545
0.0222 0.0042 -0.0134
-0.1408 -0.2474 0.2310
-0.2940 0.0226 0.0907
-0.1201 0.0518 -0.0258
0.2013 -0.2592 0.4422
0.5430 -2.3676 -0.9121
0.0771 0.1006 -0.1261
-0.0235 -0.0593 0.1754
0.0681 -1.0908 0.4969
0.1745 -0.2213 -0.1679
-0.5517 0.5258 0.1914
-0.0791 -0.0854 0.0477
-0.2178 -0.0019 -0.1765
-0.1716 0.1535 0.0389
0.0823 -0.1839 0.0547
0.0762 0.0674 0.0313
-0.7281 -1.9626 -1.5053
0.8917 -2.4750 1.2932
0.2415 0.0324 0.0912
0.0168 -0.0707 0.0822